175
Properties=species:S:1:pos:R:3:lowdin_charge:R:1 method="wB97M-V/def2-TZVPD" total_energy_ev=-241159.383 homo_lumo_gap_ev=6.10 total_charge=-1 largest_force_ev_per_a=8.88 lumo_ev=1.39
C 3.027 4.114 -9.102 -0.1225
C 6.271 10.429 4.407 -0.0799
C 0.015 -0.092 -0.988 -0.2481
O 2.828 6.563 -8.197 -0.2993
H -8.363 1.839 2.063 0.0741
C 1.192 2.840 3.823 -0.1361
O 3.902 4.330 -12.385 -0.2898
H 0.352 3.436 4.425 0.0846
H 2.832 -3.702 3.341 0.1099
H 1.953 4.096 -9.294 0.0788
C 1.846 6.433 -5.153 -0.0790
C 2.476 5.064 -5.338 -0.2792
H 6.713 11.152 3.713 0.0843
H -2.852 -6.595 -1.093 0.0936
S -8.944 -6.519 1.894 0.6314
O 2.371 4.623 -6.684 -0.2641
O -6.642 0.081 0.649 -0.2863
H 6.880 2.815 -15.427 0.0848
H 3.603 -1.024 3.633 0.0871
P 0.276 2.246 1.018 0.4834
H 0.823 6.444 -5.541 0.0841
H -7.278 -5.573 0.529 0.0439
H 0.338 -0.637 1.894 0.0812
C -11.938 -7.516 2.727 -0.0810
C -10.734 -8.376 2.384 -0.2798
H -3.125 -3.183 3.228 0.1164
H -9.840 -2.482 1.672 0.1195
H -7.882 -3.909 1.279 0.0305
O -8.566 0.101 -1.000 -0.2901
H 3.521 5.061 -5.009 0.1191
H -1.422 0.438 0.586 0.0874
C 0.676 4.927 2.410 -0.2739
H 2.271 2.995 4.307 0.0848
H -0.423 -0.004 -2.105 0.1143
H 4.398 10.111 5.454 0.1166
C 3.908 -3.241 3.219 -0.1737
H -3.245 -3.991 -0.770 0.0958
H -1.360 -4.121 -0.901 0.1062
C 4.985 6.591 -13.164 -0.1184
C 1.803 5.652 3.425 -0.1452
O 4.228 4.749 -14.863 -0.2875
H 3.558 4.450 -9.996 0.0435
H -2.216 3.772 -1.059 0.0693
H 6.341 -11.195 3.547 0.0842
O 2.219 -3.978 6.165 -0.0612
H 3.941 -10.567 3.092 0.1227
H 4.801 -1.275 2.201 0.1180
H 0.045 -2.291 -1.552 0.1164
C -9.025 -2.086 1.057 -0.2674
H -6.924 -2.520 0.744 0.0749
N -1.744 5.626 -0.067 0.0061
C 1.814 1.086 1.176 -0.2941
S 3.360 5.275 -7.801 0.6218
Br -0.431 3.457 -3.299 0.6331
H 4.046 7.136 -13.283 0.0793
O 4.630 -9.534 4.702 -0.2681
C 1.465 -0.341 1.984 -0.2220
O -8.112 -6.968 2.990 -0.2782
C 0.215 -1.676 6.519 0.0149
C -2.248 -3.547 -0.346 -0.2178
H 4.847 -9.179 7.365 0.0727
C -0.672 1.042 -0.130 -0.3338
C -8.578 1.809 0.994 -0.1257
H 1.835 6.799 3.191 0.0443
H 4.937 11.787 5.387 0.1210
H 3.387 3.129 -8.800 0.0777
C 4.699 -9.806 3.310 -0.2780
H -8.017 2.593 0.480 0.0785
O 1.849 2.044 -2.441 -0.1741
C -1.391 3.228 1.127 -0.3068
H -12.469 -7.214 1.819 0.0843
H -7.374 -7.350 0.330 0.0508
C -3.172 -7.210 -0.146 -0.0163
H -2.391 -1.838 -1.862 0.1230
H 2.851 11.589 1.310 0.0729
O 4.063 11.128 3.673 -0.2708
H 1.547 11.205 2.488 0.0739
H 6.255 9.461 3.898 0.0718
H 0.100 -2.099 0.314 0.0642
H 0.945 1.709 3.927 0.0326
S 3.476 9.874 2.815 0.6249
H -0.634 -0.838 6.476 0.0872
H -10.161 -8.631 3.282 0.1158
S 5.367 -8.199 5.275 0.6250
O -9.904 -7.746 1.419 -0.2642
H -2.255 -7.145 0.608 0.0958
H -3.313 -8.369 -0.376 0.1055
H 4.470 -3.815 2.367 0.1205
O -4.843 -5.256 0.889 -0.1438
H 2.982 -1.394 0.513 0.1063
C 1.038 3.288 -0.374 -0.2685
C -0.418 -1.674 -0.638 -0.2149
H 6.916 10.339 5.285 0.0789
C -4.256 -4.982 2.218 -0.1736
C -7.951 -6.428 0.426 -0.1261
H -11.083 -9.317 1.946 0.1216
H 7.482 2.823 -12.978 0.1244
H 2.406 7.202 -5.693 0.0649
H 3.563 -8.051 6.802 0.0777
C -2.008 -3.838 1.266 -0.1943
H 2.336 3.585 1.971 0.1040
C 0.893 2.864 -1.911 -0.6235
H 0.031 -2.737 7.009 0.0789
H -2.663 -1.273 0.011 0.1026
H 6.583 1.248 -14.633 0.0804
H -12.628 -8.059 3.379 0.0780
C 2.519 -1.561 1.574 -0.1933
H -3.584 -5.892 2.532 0.1361
H -1.396 5.898 0.874 -0.0111
H -2.229 2.370 1.027 0.0835
H -0.326 5.093 2.990 0.0936
O 4.873 -7.043 4.557 -0.2870
H 0.675 5.609 1.472 0.0840
H -3.990 -2.738 1.584 0.1257
O 6.782 -8.472 5.413 -0.2912
H -9.646 1.928 0.806 0.0719
H 5.719 6.957 -13.884 0.0746
H 1.871 10.108 1.112 0.0812
C 2.318 10.794 1.835 -0.1222
H 1.155 -0.134 -1.183 0.0870
H -0.251 1.491 2.134 0.0037
H 5.803 2.485 -12.563 0.1173
C 4.638 -8.217 6.894 -0.1199
O 4.519 9.381 1.940 -0.2846
H 2.219 3.190 -0.160 0.1165
H -11.634 -6.601 3.244 0.0687
S 4.665 4.876 -13.488 0.6299
O 6.204 4.354 -13.378 -0.2656
S -8.048 0.244 0.344 0.6232
H 2.393 0.931 0.176 0.0712
H -1.155 -3.166 1.741 0.1076
H -8.605 -6.284 -0.435 0.0830
C 6.063 -10.344 2.917 -0.0801
H 4.543 -4.501 5.012 0.1150
O 4.111 -2.500 5.732 -0.1200
H -9.306 -2.241 0.010 0.1197
C 3.778 -1.667 2.671 -0.1883
H -1.674 -4.957 1.464 0.0948
H 6.838 -9.582 3.042 0.0702
C 1.556 -1.471 5.879 -0.0393
H 0.906 4.455 -0.319 0.0931
C -1.758 4.237 -0.058 -0.2719
H -1.658 3.581 2.239 0.0956
C 6.280 2.299 -14.671 -0.0792
H -7.438 -2.620 2.426 0.0963
H 5.354 6.697 -12.142 0.0778
O -8.913 -0.701 1.350 -0.2668
H 1.770 -0.431 5.364 0.0922
C 1.184 3.394 2.243 -0.4554
H 1.438 5.538 4.546 0.0743
O -9.740 -5.312 1.977 -0.2988
H 1.940 4.339 -4.717 0.0705
H 2.874 5.203 3.312 0.0749
H 5.239 2.338 -15.002 0.0701
C -2.041 -1.932 -0.728 -0.1899
C 6.447 2.956 -13.312 -0.2761
C 4.871 10.859 4.810 -0.2802
H -5.150 -4.802 2.959 0.1379
H 2.661 1.506 1.906 0.0901
H -1.421 1.641 -0.845 0.0805
H 6.068 -10.660 1.869 0.0796
O -5.501 -7.579 0.921 -0.0500
O 2.740 8.999 3.703 -0.2895
C 2.670 -2.714 5.944 -0.2405
C 4.655 -3.363 4.673 -0.1890
H 5.802 -3.143 4.574 0.1379
H 4.440 -8.917 2.727 0.1173
C -3.377 -3.587 2.158 -0.1558
H 1.974 -2.616 1.649 0.0932
C -4.553 -6.678 0.570 -0.2558
H 5.094 -7.412 7.476 0.0793
H 1.653 -0.190 3.154 0.0633
C -7.745 -2.830 1.397 -0.0685
H 1.828 6.711 -4.094 0.0825
O 4.732 5.109 -7.371 -0.2937

***

156
Properties=species:S:1:pos:R:3:lowdin_charge:R:1 method="wB97M-V/def2-TZVPD" total_energy_ev=-70047.227 relative_energy_kcal_mol=39.4 homo_lumo_gap_ev=8.02 largest_force_ev_per_a=2.35 smiles=CC1(C)CCCC(C)(C)N1O.CC1(C)CCCC(C)(C)N1O.CC1(C)CCCC(C)(C)N1O.CC1(C)CCCC(C)(C)N1O.CC1(C)CCCC(C)(C)N1O.O.O lumo_ev=0.43
O -2.384 -4.054 -6.455 -0.0156
C -1.326 -1.482 -6.324 -0.0348
H 3.788 -0.578 2.080 0.0735
H 6.414 2.123 3.159 0.0836
H 0.060 -3.021 3.176 0.0483
H -2.722 7.055 3.286 0.1104
H 2.587 3.298 3.549 0.1101
H 0.135 2.820 -0.113 0.0274
N 3.135 1.575 3.972 -0.0847
H -4.017 -2.058 -6.228 0.0860
H -4.219 -1.824 -4.484 0.0654
H 4.866 -1.509 5.532 0.1103
H -2.126 -6.234 -5.164 0.0821
H 0.556 -3.563 4.764 0.0861
H -2.301 0.464 0.031 0.0021
H -4.358 -3.667 -3.537 0.0644
C -1.593 -1.489 -3.850 -0.1185
C 4.273 -0.955 4.804 -0.1696
C -3.585 -1.592 -5.340 -0.0312
C -1.788 -3.812 -2.777 -0.1463
H 0.062 -4.333 -0.786 0.1010
C 1.853 -4.525 2.163 -0.1260
C 5.343 2.308 3.121 -0.0348
H -1.841 -6.407 -3.456 0.0794
H -2.451 -4.371 2.072 0.0845
H -1.570 -4.446 -6.788 0.1078
H 0.870 2.252 4.877 0.0641
C 1.353 -6.031 4.061 -0.0359
C 1.327 1.488 5.518 -0.0317
C -2.367 -4.406 -4.068 -0.5134
C -0.952 3.027 2.075 -0.0300
H -4.461 5.720 1.896 0.1239
C -2.479 6.532 2.359 -0.1837
H -0.598 -5.568 -4.451 0.0884
H -2.237 -3.791 0.387 0.0850
C -2.138 -2.088 -5.152 -0.5064
C 4.142 0.451 1.984 -0.0206
C 5.147 0.178 4.245 -0.1505
C 3.141 1.759 -1.603 -0.1185
H 0.944 4.740 -4.214 0.0876
H -1.078 -7.310 0.208 0.0967
O -3.027 1.068 -0.241 -0.0523
C -1.746 5.233 2.772 -0.1353
C 2.220 0.618 4.609 -0.4869
H -0.987 -0.550 1.630 0.0627
C 3.434 2.826 -2.655 -0.1710
H 1.990 -0.449 -1.349 0.0850
C 1.192 2.692 -0.246 -0.0486
N 0.847 1.718 -2.525 -0.0874
H -2.275 2.676 -0.298 0.0539
H 0.891 4.657 1.620 0.0758
C 0.070 5.037 1.009 -0.0250
H -4.204 4.800 -1.646 0.0792
H -4.713 3.983 -0.229 0.0877
H -5.273 5.667 -0.547 0.0859
H 1.454 3.697 -0.585 0.0647
H 2.754 3.394 -4.587 0.1156
H 0.158 6.124 1.048 0.0797
H 1.787 2.038 6.336 0.0857
C 0.114 -3.898 3.827 -0.0352
H -0.507 -1.399 -3.909 0.1225
H 0.303 2.708 -5.728 0.0872
H 2.488 -5.358 1.849 0.1219
H -1.639 -6.055 -0.864 0.0590
H 0.377 -0.138 -0.941 0.0447
C 2.609 2.547 -3.903 -0.1329
C 1.630 1.643 -1.278 -0.4614
H 5.610 0.668 5.106 0.1245
H -1.479 -0.401 -6.305 0.0752
C -4.433 4.974 -0.591 -0.0317
H -4.404 -4.748 -4.893 0.0858
H -3.622 -0.509 -5.462 0.0828
H 3.594 0.787 -1.769 0.1145
H 3.403 0.995 1.396 0.0509
H -3.469 0.622 -0.969 0.0552
H -0.466 4.111 -3.368 0.0846
C -2.031 -2.321 -2.635 -0.1677
C -3.889 -4.560 -3.947 -0.0229
O -1.218 -0.646 0.698 -0.0397
H -2.120 5.971 -1.723 0.0764
C -1.295 4.455 1.527 -0.4500
C 0.621 4.039 -3.443 -0.0205
H 0.211 4.642 0.023 0.0319
H 5.186 3.011 3.949 0.0856
H 5.053 2.836 2.211 0.0780
C 1.375 0.230 -0.753 -0.0267
H 5.060 0.424 1.394 0.0924
C -3.628 6.244 1.425 -0.1315
C -1.662 -5.745 -4.306 -0.0299
H -2.031 -0.502 -3.708 0.1115
H -1.355 -1.988 -1.835 0.0908
H 0.898 1.140 -5.298 0.0791
O -1.214 -6.520 2.969 -0.0065
H -3.060 7.334 -1.094 0.0846
H 4.510 2.823 -2.837 0.1122
H 3.966 -1.630 4.000 0.0899
H -1.235 -3.169 1.587 0.0429
H 1.035 -5.557 -0.238 0.1331
H -3.026 -2.067 -2.263 0.1120
C 3.014 -0.357 5.483 -0.1214
H -0.938 -4.060 4.093 0.0809
H -2.555 -6.440 0.563 0.0878
H 1.219 0.318 2.683 0.0652
H 1.015 4.404 -2.493 0.0674
H 3.491 2.246 -0.685 0.1067
H -0.710 -3.972 -2.856 0.1164
O 2.460 2.465 3.083 -0.0364
N -2.009 -3.541 -5.203 -0.1139
H 1.550 0.179 0.323 0.0643
C -1.726 -4.099 1.305 -0.0104
H -1.771 2.561 2.633 0.0906
C -0.775 -5.278 0.981 -0.4972
C -2.440 6.475 -0.814 -0.0194
H -0.681 1.756 -4.746 0.0723
H 1.677 2.667 0.735 0.0815
H -2.428 4.689 3.428 0.1174
H -4.177 -5.415 -3.326 0.0838
C 1.078 2.602 -3.684 -0.5053
H 5.948 -0.212 3.614 0.1224
C -3.218 5.526 0.127 -0.5110
C 0.400 -4.757 0.166 -0.1378
H 3.198 3.816 -2.260 0.1074
C 4.374 1.126 3.353 -0.5193
H 2.466 -1.283 5.677 0.1146
H 2.436 -3.828 2.768 0.1125
C 1.383 -3.850 0.882 -0.1792
H -0.637 2.362 1.288 0.0435
H 1.004 -2.851 1.121 0.0890
H 0.415 0.976 5.835 0.0832
H -0.251 -1.663 -6.272 0.0835
H -3.987 7.225 1.092 0.1187
H 1.745 -1.146 3.425 0.0652
O -1.978 3.578 -0.554 -0.0538
N -0.224 -5.857 2.215 -0.0969
H -1.708 7.164 1.908 0.0990
H 2.200 -3.778 0.161 0.1179
N -2.330 4.422 0.503 -0.0955
C 0.371 2.003 -4.890 -0.0361
C 1.315 -0.171 3.662 -0.0261
H -1.598 6.895 -0.265 0.0641
H -1.889 -5.851 3.169 0.0792
H 0.254 -0.220 3.917 0.0832
H 2.969 1.676 -4.451 0.1181
C -1.536 -6.321 0.189 -0.0230
H 1.785 -6.842 3.472 0.0877
H -0.823 2.315 -1.865 0.0635
H -1.701 -1.846 -7.280 0.0756
C 0.696 -5.080 3.051 -0.5033
H -2.239 -4.386 -1.969 0.0971
H 3.358 0.047 6.436 0.1191
H -0.899 -1.522 0.453 0.0294
H 0.610 -6.411 4.760 0.0813
O -0.534 1.491 -2.290 -0.0307
H -0.867 5.558 3.332 0.1186
H -0.192 3.147 2.847 0.0671
H 2.154 -5.550 4.623 0.0843